1.
This record from OMol25 describes 2 unconnected molecules or ions with the total composition C5H10O3PS at a distorted geometry. The level of theory is ωB97M-V/def2-TZVPD.

**Largest force on an atom**: 3.3 eV Å⁻¹
**Charge**: -1
**Orbital gap**: 8.05 eV
**ΔE to the lowest compared entry with this formula, charge and spin**: 6.23 kcal per mole
**HOMO energy**: -4.72 eV

CARTESIAN COORDINATES (ANGSTROEM)
C (-1.021, 0.781, -1.911)
C (-0.710, 1.810, -2.703)
C (-0.367, -0.870, -0.399)
C (-1.098, 0.704, 2.356)
C (2.345, -0.604, 0.153)
O (1.171, -2.917, -0.292)
O (0.417, -1.936, 1.989)
O (-0.118, 0.207, -1.087)
P (0.947, -1.761, 0.599)
S (-1.848, -1.603, -0.465)
H (-1.927, 0.220, -2.004)
H (-1.679, 0.847, 3.249)
H (-1.490, 2.349, -3.046)
H (0.266, 2.179, -2.817)
H (-1.670, 0.948, 1.453)
H (-0.813, -0.382, 2.231)
H (-0.206, 1.309, 2.414)
H (2.335, -0.704, -0.878)
H (2.220, 0.349, 0.585)
H (3.246, -0.925, 0.572)

Forces on the atoms, in the same order (eV/Å):
0.186 0.297 -1.149
1.143 -2.080 2.126
-2.366 -2.116 0.900
0.091 -1.374 -0.887
-1.582 -1.026 2.393
0.445 -1.024 -0.426
1.022 0.524 -0.484
2.011 1.615 -0.812
-0.106 0.393 -0.298
0.209 -0.164 0.166
-0.758 0.297 0.500
-0.403 0.076 0.348
-2.403 1.397 -1.862
1.152 0.573 0.226
-0.012 0.282 0.322
-0.207 1.269 0.509
0.306 0.175 -0.058
0.218 0.384 -1.918
-0.516 1.550 -0.070
1.572 -1.049 0.474

=====

2.
This record from OMol25 describes 2 unconnected molecules or ions with the total composition CH7N4O at a distorted geometry. The level of theory is ωB97M-V/def2-TZVPD.

**2S+1**: 3
**Largest force on an atom**: 5.2 eV Å⁻¹
**Charge**: +1
**Orbital gap (spin up / spin down)**: 7.11 / 8.66 eV
**ΔE to the lowest compared entry with this formula, charge and spin**: 99.53 kcal per mole
**HOMO energy (spin up / spin down)**: -11.03 / -13.85 eV

CARTESIAN COORDINATES (ANGSTROEM)
C (-0.395, 0.171, 0.490)
N (-0.366, -1.667, -0.360)
N (-1.613, 0.316, 1.034)
N (0.604, 1.071, 0.489)
N (0.514, -1.635, -1.390)
O (0.297, 2.323, 1.123)
H (-2.332, -0.402, 0.943)
H (-1.869, 1.207, 1.410)
H (1.554, 0.809, 0.369)
H (0.333, -2.526, -1.849)
H (1.691, -1.682, -1.106)
H (0.535, -0.885, -2.075)
H (1.048, 2.899, 0.921)

Forces on the atoms, in the same order (eV/Å):
0.951 1.113 0.759
-1.487 -0.626 1.317
2.061 0.262 -1.143
-4.250 -0.437 0.526
4.869 -1.731 -0.498
0.822 -0.235 -0.025
0.611 0.240 -0.091
-0.350 0.414 0.376
0.672 0.002 0.141
0.560 -0.063 -0.812
-3.678 0.058 -0.413
-0.652 0.800 -0.135
-0.131 0.202 -0.002

=====

3.
This record from OMol25 describes 3 unconnected molecules or ions with the total composition C20H47NO9P3S2 at a distorted geometry. The level of theory is ωB97M-V/def2-TZVPD.

**Largest force on an atom**: 8.7 eV Å⁻¹
**Charge**: +1
**Orbital gap**: 7.47 eV
**HOMO energy**: -10.88 eV

CARTESIAN COORDINATES (ANGSTROEM)
P (1.797, 1.028, 6.032)
C (2.362, -0.524, 5.230)
C (3.716, -0.999, 5.831)
C (4.967, -0.326, 5.208)
S (5.372, -0.882, 3.521)
C (4.379, 0.031, 2.285)
S (3.277, -0.880, 1.467)
N (4.562, 1.372, 2.009)
C (5.190, 2.128, 3.097)
C (5.545, 3.592, 2.649)
O (4.699, 4.094, 1.638)
C (3.415, 3.562, 1.830)
C (3.345, 2.034, 1.502)
H (1.993, 0.965, 7.429)
H (0.402, 1.130, 5.804)
H (2.419, 2.189, 5.537)
H (2.395, -0.351, 4.139)
H (1.595, -1.295, 5.412)
H (3.790, -2.094, 5.860)
H (3.714, -0.685, 6.895)
H (5.819, -0.633, 5.836)
H (4.878, 0.765, 5.318)
H (6.141, 1.689, 3.424)
H (4.458, 2.191, 3.928)
H (5.554, 4.200, 3.573)
H (6.583, 3.552, 2.289)
H (2.680, 4.037, 1.164)
H (3.056, 3.755, 2.864)
H (2.408, 1.672, 1.957)
H (3.340, 1.961, 0.406)
O (-0.752, -0.730, 3.383)
P (-1.715, -1.360, 2.399)
O (-1.840, -0.042, 1.405)
C (-0.761, 0.221, 0.514)
C (-0.644, -0.843, -0.559)
O (-3.069, -1.156, 3.312)
C (-3.027, -0.924, 4.714)
C (-3.026, 0.562, 5.016)
O (-2.581, -2.220, 1.272)
C (-4.002, -2.425, 1.296)
C (-4.786, -1.181, 0.938)
H (0.172, 0.303, 1.082)
H (-0.952, 1.189, 0.050)
H (-0.379, -1.812, -0.124)
H (0.125, -0.577, -1.285)
H (-1.590, -0.971, -1.083)
H (-2.182, -1.435, 5.175)
H (-3.928, -1.373, 5.138)
H (-2.241, 1.088, 4.467)
H (-2.886, 0.742, 6.085)
H (-3.971, 1.012, 4.711)
H (-4.317, -2.852, 2.247)
H (-4.205, -3.191, 0.545)
H (-4.566, -0.341, 1.593)
H (-5.856, -1.387, 1.002)
H (-4.550, -0.859, -0.077)
O (-1.398, -0.901, -4.188)
P (-1.269, -1.130, -5.668)
O (-1.053, 0.406, -6.222)
C (0.216, 1.023, -6.003)
C (1.327, 0.363, -6.800)
O (-2.866, -1.343, -5.993)
C (-3.836, -1.557, -4.972)
C (-4.460, -0.246, -4.536)
O (-0.854, -1.802, -7.122)
C (-1.782, -2.206, -8.138)
C (-2.415, -1.040, -8.865)
H (0.450, 1.009, -4.933)
H (0.117, 2.066, -6.306)
H (1.497, -0.663, -6.464)
H (2.261, 0.916, -6.686)
H (1.070, 0.320, -7.858)
H (-3.412, -2.106, -4.132)
H (-4.612, -2.196, -5.402)
H (-3.704, 0.492, -4.264)
H (-5.123, -0.396, -3.682)
H (-5.039, 0.188, -5.353)
H (-2.525, -2.891, -7.733)
H (-1.201, -2.788, -8.857)
H (-2.938, -0.361, -8.194)
H (-3.132, -1.406, -9.601)
H (-1.654, -0.450, -9.378)

Forces on the atoms, in the same order (eV/Å):
-0.570 -1.083 -0.532
0.411 -0.227 0.170
0.106 0.832 0.407
-0.554 -0.116 0.549
0.244 0.261 -0.319
-0.590 -0.282 -0.360
0.299 0.078 0.127
-0.396 -1.094 1.921
-0.003 1.509 -0.297
0.683 -1.102 0.433
-0.037 -0.223 0.285
-0.871 -0.579 -0.030
0.636 1.914 -0.521
-0.016 0.166 -0.393
0.443 0.259 0.106
-0.111 -0.197 0.183
-0.045 -0.093 0.313
-0.033 0.540 -0.061
-0.084 0.356 -0.413
0.114 -0.335 -0.279
-0.097 0.125 -0.466
0.177 -0.307 -0.195
-0.547 -0.224 -0.022
0.451 -0.071 -0.089
-0.235 0.109 -0.404
-0.430 0.333 -0.267
0.502 0.144 0.131
0.218 -0.031 -0.283
0.374 -0.409 -0.305
-0.294 -0.360 0.403
2.323 -3.386 -0.573
-6.053 6.259 -0.033
0.664 -0.327 -0.083
0.169 0.074 -0.336
0.071 -0.055 0.022
0.399 -1.061 -0.016
-0.119 0.229 0.261
0.046 0.183 -0.080
2.839 -1.315 0.945
-0.857 -0.666 0.169
0.287 0.394 -0.095
0.047 0.022 0.026
-0.144 0.009 0.130
0.056 0.005 -0.038
-0.021 -0.002 0.008
0.049 0.046 -0.049
0.088 0.086 -0.114
-0.021 -0.041 -0.156
0.079 -0.151 0.004
-0.083 -0.034 0.007
-0.005 -0.025 0.066
0.096 0.176 0.072
0.348 0.009 -0.035
0.000 -0.102 0.101
0.044 -0.138 -0.036
-0.057 -0.088 -0.018
3.119 -2.219 -0.231
-5.942 3.854 -2.497
0.671 -0.671 0.263
0.250 0.180 0.030
-0.021 -0.095 -0.001
0.546 -0.552 -0.079
-0.333 0.140 0.179
0.008 0.222 -0.070
1.707 -0.469 2.549
-0.477 -0.661 -0.557
0.125 0.412 0.128
-0.045 0.012 -0.004
-0.170 -0.048 -0.001
0.050 0.020 -0.001
-0.034 0.008 0.033
0.003 0.037 0.015
0.136 0.149 0.001
0.110 0.008 -0.159
0.090 -0.160 0.102
-0.015 -0.026 -0.031
-0.042 -0.063 0.024
-0.030 0.180 0.148
0.253 0.074 0.214
-0.039 -0.139 0.080
0.091 -0.095 -0.009
0.001 -0.094 -0.070

=====

> charge of number 3 (C20H47NO9P3S2)?

+1

=====

> largest force on an atom of number 1 (C5H10O3PS)?

3.3 eV Å⁻¹

=====

> What is the charge in the second record?

+1